Here is an isolated ion of composition C4H11N2O and charge +1 in a non-equilibrium geometry from OMol25. Energies are from the ωB97M-V functional and the def2-TZVPD basis.

**HOMO energy**: -14.051 eV
**Kohn-Sham gap**: 10.83 eV
**Total charge**: +1
**SMILES**: [NH3+]CCNCC=O
**Spin multiplicity**: 1

Structure (XYZ):
```
18
Properties=species:S:1:pos:R:3:nbo_charge:R:1
N -1.559 -0.318 -0.932 -0.727
C -2.126 0.061 0.410 -0.229
C -0.926 0.529 1.316 -0.248
N 0.256 -0.223 0.835 -0.658
C 1.419 0.601 0.499 -0.331
C 2.067 -0.067 -0.742 0.450
O 1.294 -0.682 -1.451 -0.545
H -2.068 -0.956 -1.571 0.442
H -0.550 -0.664 -0.889 0.497
H -1.500 0.516 -1.524 0.421
H -2.838 0.879 0.273 0.238
H -2.453 -0.932 0.748 0.227
H -1.251 0.209 2.363 0.231
H -0.906 1.602 1.375 0.220
H 0.481 -0.910 1.559 0.401
H 1.133 1.613 0.150 0.228
H 2.127 0.737 1.278 0.221
H 3.096 0.148 -1.031 0.163
```



Here is a 2-piece molecular cluster, C4H11N2O overall in a non-equilibrium geometry from OMol25. Energies are from the ωB97M-V functional and the def2-TZVPD basis.

**HOMO energy (alpha / beta)**: -19.066 / -19.065 eV
**Kohn-Sham gap (alpha / beta)**: 9.89 / 5.32 eV
**Total charge**: +2
**⟨S²⟩**: 0.753
**Spin multiplicity**: 2

Structure (XYZ):
```
18
Properties=species:S:1:pos:R:3:nbo_charge:R:1
N -1.454 -0.347 -3.875 -0.283
C -0.475 0.039 0.669 -0.084
C -0.975 -0.129 2.081 -0.643
C 0.489 -0.693 -0.143 0.733
N 0.896 0.635 0.402 -0.422
C 1.897 0.692 1.556 -0.405
O 0.494 -1.099 -1.253 -0.432
H -1.340 -0.790 -2.946 0.416
H -0.537 -0.224 -4.337 0.431
H -1.966 -1.068 -4.421 0.432
H -1.228 0.430 -0.013 0.254
H -0.138 -0.577 2.616 0.239
H -1.218 0.832 2.535 0.268
H -1.840 -0.769 2.202 0.290
H 1.040 1.244 -0.405 0.449
H 2.909 0.866 1.203 0.274
H 1.918 -0.372 1.783 0.220
H 1.530 1.329 2.348 0.261
```



Here is an isolated ion of composition C4H11N2O2 and charge -1 in a non-equilibrium geometry from OMol25. Energies are from the ωB97M-V functional and the def2-TZVPD basis.

**HOMO energy**: -2.533 eV
**Kohn-Sham gap**: 6.11 eV
**Total charge**: -1
**SMILES**: NC[C@H](CO)NC[O-]
**Spin multiplicity**: 1

Structure (XYZ):
```
19
Properties=species:S:1:pos:R:3:nbo_charge:R:1
N 1.596 0.996 1.856 -0.863
C 0.599 1.018 0.690 -0.228
C 0.093 -0.375 0.377 -0.102
C 0.968 -0.984 -0.732 -0.063
O 1.183 -2.365 -0.435 -0.741
N -1.350 -0.501 0.000 -0.677
C -1.898 0.504 -0.982 0.138
O -1.541 1.765 -0.784 -0.953
H 1.827 1.983 1.936 0.335
H 2.442 0.501 1.569 0.328
H 1.164 1.459 -0.132 0.165
H -0.215 1.654 1.013 0.239
H 0.053 -1.051 1.230 0.206
H 0.527 -0.803 -1.719 0.179
H 1.927 -0.465 -0.754 0.130
H 1.285 -2.894 -1.222 0.458
H -1.841 -0.466 0.889 0.328
H -1.484 0.122 -1.964 0.048
H -3.001 0.297 -0.973 0.072
```



M
In order: 103.14 103.14 119.14
Unit: u
ΔE to the lowest compared entry with this formula, charge and spin
In order: 2.2193 3.9705 3.6411
Unit: eV